{"formula": "C30H51NOP3Rh", "method": "wB97M-V/def2-TZVPD", "gap_ev": [4.121, 5.989], "total_charge": 2, "homo_energy_ev": [-9.70, -14.01], "energy_ha": -2437.60202, "s2": 6.014, "spin_multiplicity": 5, "symbols": ["H", "H", "C", "C", "C", "C", "H", "C", "H", "H", "H", "H", "C", "H", "H", "H", "H", "H", "C", "H", "H", "P", "C", "H", "H", "H", "H", "H", "H", "P", "H", "H", "C", "N", "C", "H", "C", "C", "C", "H", "C", "C", "H", "H", "H", "H", "H", "H", "H", "H", "H", "C", "C", "H", "H", "H", "C", "P", "H", "H", "H", "C", "C", "H", "C", "H", "H", "C", "H", "H", "C", "H", "C", "H", "H", "C", "Rh", "O", "H", "C", "C", "H", "H", "H", "C", "C", "C"], "xyz": [[-3.156706, -3.493728, -3.973019], [2.086148, -2.721317, -2.715202], [1.152810, 2.776641, 3.793409], [2.185771, -1.057135, -1.302833], [-2.514911, -3.321513, -3.098484], [2.509257, -2.853609, 2.521516], [3.223970, -6.387304, 1.064779], [-0.558883, -0.221635, 2.342644], [-1.328452, -2.005491, -4.302826], [1.535669, -6.099100, 2.882414], [1.007542, 3.467102, 4.632258], [0.382825, 4.651652, -0.342978], [0.345433, 3.299718, 2.595967], [-2.442564, -4.274029, -2.552977], [-1.551412, -2.231924, 6.199182], [0.478465, -2.451023, -0.048899], [-0.403833, -5.031658, -1.497859], [-1.665242, 4.166098, 2.290540], [-1.585967, -3.003334, 0.023642], [-2.716150, 2.506591, -0.858625], [0.414718, 0.009253, -1.427839], [2.200950, -1.192146, 3.182028], [0.128192, -1.850265, 4.912463], [4.170821, -0.150618, 2.325402], [-1.115873, 4.059188, 3.973781], [1.616789, 1.894249, -1.935834], [3.715466, 0.525229, 3.906465], [3.069915, 1.165113, -1.242229], [-0.306501, 2.262798, -1.076542], [0.457425, 2.191764, 1.148569], [-1.417695, -3.391417, 1.041857], [2.164935, 3.363311, -0.126565], [-0.346414, -3.908074, -4.314248], [1.341224, 0.076619, -0.820472], [1.250505, -0.474632, 7.077926], [2.358117, -1.722188, -0.436041], [1.821759, -3.971219, 3.019607], [-0.240947, -2.975433, -0.707635], [-0.700398, 2.740380, -0.166556], [1.275725, -4.400946, -1.457159], [0.303399, -4.395062, -0.938513], [-1.116681, 3.540506, 3.005677], [-1.663065, 2.592514, 3.141090], [3.189268, -0.667735, -1.549469], [0.789640, 1.782249, 4.098257], [-2.014900, -1.995204, 0.124283], [3.979279, -2.141137, 1.092494], [1.705304, -1.109164, -3.382060], [-1.051774, 4.496741, -1.358532], [-3.023226, -2.582971, -2.463730], [0.797504, 4.231324, 2.219503], [1.579991, -1.770715, -2.520872], [2.066883, -5.234333, 2.479740], [-0.160130, -4.784563, -3.681214], [2.851340, 2.051481, 0.858342], [1.110867, -3.852217, 3.836129], [3.008948, -5.392497, 1.460654], [-0.223127, -1.961083, -2.288346], [2.943678, -0.091228, 5.784163], [2.223907, 2.703288, 3.571906], [4.402810, -4.394742, 0.134248], [3.679934, -4.276405, 0.942803], [3.810995, -0.400688, 3.330942], [1.693092, 0.058629, 7.929738], [-2.124330, 2.234701, 0.025227], [-0.551531, -1.023667, 8.144430], [-0.935365, -4.238126, -5.179425], [2.022684, 1.404774, -1.034475], [-2.611531, 2.672173, 0.903768], [-0.306430, -2.388683, 4.073644], [-0.573152, -1.758382, 6.116284], [0.471621, -4.866082, 0.040998], [-1.146311, -2.829700, -3.592813], [-2.312815, -3.664600, -0.472098], [4.489253, -1.104216, 3.819994], [1.405128, -1.258437, 4.802575], [1.138599, 0.164064, 1.869341], [-1.690917, -0.423344, 2.590313], [0.611902, -3.528333, -4.685505], [-0.009638, -1.076442, 7.201896], [1.950717, -0.559284, 5.884031], [-0.594421, -0.596598, -2.655200], [-1.234564, 4.802224, 0.376147], [-2.162565, 1.144399, 0.124565], [3.424477, -3.010196, 1.469539], [2.022741, 2.323516, 0.188154], [-0.640470, 4.257282, -0.368748]], "forces_ev_per_angstrom": [[0.2007, 0.0317, 0.2142], [-0.2111, 0.1397, -0.0108], [-0.0028, -0.0124, -0.1917], [0.3712, 0.1339, 0.8937], [-0.2336, -0.0450, -0.0085], [-0.2780, -0.1495, -0.0086], [-0.0896, 0.3170, 0.1162], [-5.2133, -1.5153, 1.1083], [0.0132, -0.2676, 0.0404], [0.2142, 0.2430, -0.1319], [0.1332, -0.1374, -0.1154], [-0.1975, -0.0479, -0.0226], [0.2301, 0.7077, -0.2731], [0.0520, 0.3564, -0.1651], [0.2597, 0.1695, 0.0415], [-0.3483, -0.0156, -0.2720], [0.2862, 0.3120, 0.2487], [0.1671, -0.2243, 0.2501], [-0.2505, 0.0120, 0.2000], [0.0317, -0.0182, 0.2197], [2.6136, 1.0811, 2.1540], [1.1274, -0.5385, 1.8825], [0.2580, 0.1770, 0.5242], [0.0082, -0.1209, 0.3177], [-0.0622, -0.1084, -0.2657], [0.1559, -0.0244, 0.4360], [0.0497, -0.1983, -0.1339], [-0.1896, 0.2759, -0.1139], [-0.0225, 0.0946, 0.2677], [0.5635, 1.2767, -0.2315], [-0.0665, 0.1500, -0.3592], [0.1864, -0.0357, -0.0921], [0.0726, -0.2801, -0.1703], [-1.4406, 0.0677, -2.0467], [-0.2528, 0.0011, 0.4488], [-0.2569, -0.0123, -0.5769], [0.0176, -0.0248, -0.1784], [-0.4412, 0.8911, 0.9090], [-0.4634, -0.2807, 0.0544], [-0.3457, -0.0608, 0.1547], [0.1405, -0.1358, -0.7082], [-0.1493, -0.0322, 0.0806], [0.1865, 0.2611, -0.0153], [-0.4456, -0.3212, -0.1584], [0.0420, 0.2291, -0.0008], [0.0661, -0.3219, 0.0469], [-0.2546, -0.3949, 0.1199], [0.0987, -0.2122, -0.1893], [0.0508, -0.0239, 0.2466], [0.0688, -0.2000, -0.1410], [-0.1827, 0.0678, 0.3894], [0.0318, 0.3705, -0.2256], [0.1095, 0.0569, 0.0936], [-0.0469, 0.2405, -0.1785], [-0.1830, 0.1998, -0.1929], [0.2775, -0.1630, -0.2255], [-0.0540, 0.1169, -0.0968], [0.7300, -1.3862, -0.5913], [-0.6420, -0.2701, 0.2222], [-0.1510, 0.0423, 0.0642], [-0.1432, 0.0135, 0.2917], [-0.1614, 0.0805, 0.1868], [0.5423, -0.2923, 0.3025], [-0.2526, -0.2775, -0.4242], [-0.4418, -0.0305, -0.1779], [0.1385, 0.0362, -0.2145], [0.1953, 0.0122, 0.1766], [-0.0751, -0.4636, -0.4410], [0.1157, -0.1089, -0.2314], [-0.0311, 0.2299, 0.1483], [0.3187, 0.0007, -0.1597], [-0.1336, 0.3139, -0.1824], [0.0452, 0.3280, -0.5276], [0.2906, 0.3072, 0.2439], [0.2998, 0.2543, 0.0360], [-0.3214, -0.1868, -0.1528], [1.5935, -0.6525, -3.1582], [0.9342, 0.2203, -0.2099], [-0.1635, -0.1105, 0.0220], [0.2019, 0.0061, -0.2818], [0.4770, 0.0324, -0.2166], [-0.4418, -0.9613, 1.2980], [0.1773, -0.2043, -0.2043], [0.0427, 0.1136, 0.0596], [0.2690, -0.0729, -0.0713], [0.1529, 0.6583, 0.3481], [0.0321, 0.3109, -0.1133]], "lowdin_charge": [0.102, 0.101, -0.122, -0.271, -0.091, -0.331, 0.121, -0.481, 0.117, 0.122, 0.094, 0.075, -0.521, 0.083, 0.119, 0.072, 0.084, 0.065, -0.096, 0.093, 0.060, 0.827, -0.120, 0.039, 0.095, 0.124, 0.042, 0.109, 0.084, 0.932, 0.094, 0.093, -0.087, -0.133, -0.057, 0.065, -0.065, -0.466, -0.522, 0.081, -0.066, -0.088, 0.085, 0.123, 0.052, 0.075, 0.102, 0.107, 0.099, 0.084, 0.121, -0.264, -0.061, 0.076, 0.072, 0.093, -0.063, 1.126, 0.106, 0.069, 0.117, -0.065, -0.244, 0.122, -0.098, 0.117, 0.102, -0.253, 0.076, 0.091, -0.046, 0.087, -0.526, 0.073, 0.073, -0.349, 0.677, 0.001, 0.082, -0.043, -0.091, 0.097, 0.082, 0.061, -0.121, -0.321, -0.080]}